(1)
# C23H25N3O5

A single C23H25N3O5 molecule (the ωB97M-V functional and the def2-TZVPD basis, OMol25).

Element x y z (Å)
1 C 3.022 0.315 3.631
2 C 3.852 0.735 2.695
3 C 5.125 0.031 2.325
4 N 5.044 -0.453 0.959
5 C 4.925 -1.763 0.665
6 O 5.063 -2.648 1.483
7 C 4.535 -2.069 -0.785
8 C 5.177 -1.161 -1.830
9 C 4.215 0.015 -1.945
10 O 4.465 1.105 -2.405
11 N 3.031 -0.370 -1.394
12 C 1.926 0.489 -1.227
13 C 1.542 1.338 -2.262
14 C 0.496 2.217 -2.083
15 C -0.191 2.263 -0.871
16 C 0.183 1.409 0.159
17 C 1.240 0.534 -0.020
18 H 1.532 -0.101 0.802
19 H -0.333 1.413 1.106
20 O -1.216 3.170 -0.796
21 C -1.778 3.430 0.470
22 C -2.694 2.312 0.995
23 O -2.855 2.135 2.183
24 N -3.275 1.622 -0.011
25 C -4.190 0.563 0.053
26 C -4.670 0.053 1.258
27 C -5.580 -0.981 1.252
28 C -6.035 -1.533 0.053
29 C -5.552 -1.026 -1.148
30 C -4.638 0.012 -1.141
31 H -4.270 0.399 -2.081
32 H -5.878 -1.426 -2.095
33 O -6.937 -2.547 0.169
34 C -7.442 -3.136 -1.004
35 H -8.139 -3.904 -0.672
36 H -7.977 -2.407 -1.623
37 H -6.647 -3.602 -1.596
38 H -5.961 -1.383 2.177
39 H -4.329 0.474 2.189
40 H -3.012 1.907 -0.947
41 H -2.388 4.330 0.338
42 H -1.010 3.641 1.222
43 H 0.195 2.886 -2.873
44 H 2.079 1.319 -3.195
45 C 3.039 -1.748 -0.944
46 H 2.576 -2.389 -1.705
47 H 2.488 -1.874 -0.011
48 H 5.230 -1.657 -2.802
49 H 6.179 -0.824 -1.570
50 H 4.737 -3.128 -0.954
51 H 4.872 0.245 0.252
52 H 5.976 0.717 2.412
53 H 5.291 -0.839 2.962
54 H 3.626 1.617 2.109
55 H 2.107 0.837 3.859
56 H 3.230 -0.566 4.214

## Properties
Charge = 0
HOMO = -8.1 eV
SMILES = C=CCNC(=O)[C@@H]1CC(=O)N(c2ccc(OCC(=O)Nc3ccc(OC)cc3)cc2)C1
Energy above the lowest of the compared OMol25 structures with the same formula, charge and spin = 155.86 kJ/mol
Gap between HOMO and LUMO = 0.3193 Eh

(2)
# C3H10N2O

2 unconnected molecules or ions with the total composition C3H10N2O (the ωB97M-V functional and the def2-TZVPD basis, OMol25).

Element x y z (Å)
1 O -1.434 -1.020 0.615
2 C -1.934 0.161 0.589
3 C -2.226 0.920 1.879
4 H -1.630 0.854 -0.222
5 H -2.206 0.103 2.616
6 H -1.285 1.448 2.112
7 H -3.048 1.624 1.789
8 N 1.701 -0.046 -2.316
9 C 1.885 -0.922 -1.126
10 N 1.315 -0.571 0.107
11 H 1.768 0.885 -1.897
12 H 0.718 -0.065 -2.582
13 H 2.984 -0.960 -1.032
14 H 1.465 -1.919 -1.415
15 H 0.375 -0.841 0.427
16 H 1.552 0.348 0.456

## Properties
Multiplicity = 2
Charge = -1
HOMO (alpha / beta) = -0.1 / -3.4 eV
Energy above the lowest of the compared OMol25 structures with the same formula, charge and spin = 40.43 kJ/mol
Gap between HOMO and LUMO (alpha / beta) = 0.1644 / 0.2835 Eh
Expectation value of S² = 0.753

(3)
# C4H7NS2

A single C4H7NS2 molecule (the ωB97M-V functional and the def2-TZVPD basis, OMol25).

Element x y z (Å)
1 C 1.577 0.629 0.701
2 C 0.615 -0.177 -0.123
3 C 0.940 -1.279 -0.806
4 C -1.781 -0.565 0.092
5 H 1.715 1.615 0.271
6 H 1.144 0.811 1.720
7 H 2.505 0.092 0.738
8 H 1.945 -1.672 -0.745
9 H 0.215 -1.804 -1.437
10 H -2.334 1.867 -0.211
11 H -1.413 -1.536 0.320
12 N -0.747 0.276 -0.130
13 S -1.000 1.958 -0.482
14 S -3.381 -0.216 0.092

## Properties
Charge = 0
HOMO = -8.5 eV
SMILES = C=C(C)N(S)C=S
Energy above the lowest of the compared OMol25 structures with the same formula, charge and spin = 102.26 kJ/mol
Gap between HOMO and LUMO = 0.3328 Eh

(4)
# C4H6IN4O

A gas-phase ion, C4H6IN4O (charge +1) (the ωB97M-V functional and the def2-TZVPD basis, OMol25).

Element x y z (Å)
1 N 2.278 -1.673 0.494
2 C 1.517 -0.606 0.135
3 N 0.124 -0.644 0.587
4 C -0.313 0.648 0.054
5 C -1.851 0.953 0.346
6 C -2.640 -0.456 0.148
7 O -3.114 -1.107 1.090
8 I -2.756 -1.138 -1.947
9 N 0.703 1.384 -0.640
10 N 1.830 0.600 -0.577
11 H 2.413 -2.500 -0.109
12 H 2.670 -1.660 1.450
13 H -1.916 1.345 1.421
14 H -2.273 1.711 -0.398
15 H 0.577 2.304 -1.082
16 H 2.750 0.839 -0.973

## Properties
Charge = +1
HOMO = -13.1 eV
SMILES = Nc1nc(CC(=O)I)[nH][nH+]1
Energy above the lowest of the compared OMol25 structures with the same formula, charge and spin = 41.36 kJ/mol
Gap between HOMO and LUMO = 0.3151 Eh

(5)
# Cl2H2NOP

A molecular structure, Cl2H2NOP (the ωB97M-V functional and the def2-TZVPD basis, OMol25).

Element x y z (Å)
1 N 1.249 -0.983 -0.826
2 O -1.247 -0.729 0.275
3 P -0.074 0.360 0.386
4 Cl 0.167 0.790 2.336
5 Cl -0.912 2.033 -0.335
6 H 1.824 -0.271 -1.273
7 H -1.007 -1.199 -0.564

## Properties
Multiplicity = 3
Charge = 0
HOMO (alpha / beta) = -7.9 / -10.2 eV
Energy above the lowest of the compared OMol25 structures with the same formula, charge and spin = 0.00 kJ/mol
Gap between HOMO and LUMO (alpha / beta) = 0.3187 / 0.3303 Eh
Expectation value of S² = 2.017

(6)
# C7H8

A single C7H8 molecule (the ωB97M-V functional and the def2-TZVPD basis, OMol25).

Element x y z (Å)
1 C -0.040 -1.488 1.840
2 C -0.020 -0.651 0.828
3 C -1.091 -0.657 -0.155
4 C -1.127 0.266 -1.128
5 C -0.071 1.305 -1.381
6 C 1.141 0.999 -0.504
7 C 1.177 0.197 0.543
8 H 0.871 -1.766 2.431
9 H -0.895 -2.046 1.980
10 H -1.775 -1.518 -0.049
11 H -1.969 0.171 -1.720
12 H 0.324 1.269 -2.390
13 H -0.383 2.367 -1.148
14 H 2.048 1.613 -0.668
15 H 1.969 0.081 1.295

## Properties
Charge = 0
HOMO = -8.3 eV
SMILES = C=C1C=CCC=C1
Energy above the lowest of the compared OMol25 structures with the same formula, charge and spin = 179.97 kJ/mol
Gap between HOMO and LUMO = 0.3410 Eh

(7)
# C18H25N5O2S2SbSe4Ti

A molecular structure, C18H25N5O2S2SbSe4Ti (the ωB97M-V functional and the def2-TZVPD basis, OMol25).

Element x y z (Å)
1 Ti 0.214 -0.272 1.091
2 N 4.972 0.206 -1.846
3 C 3.561 -0.227 -1.677
4 C 3.460 -1.737 -1.770
5 C 2.026 -2.189 -1.502
6 N 1.652 -1.953 -0.095
7 C 1.050 -1.486 -2.451
8 C 1.199 0.038 -2.471
9 N 0.662 0.604 -1.232
10 C 2.658 0.448 -2.686
11 H 5.359 -0.039 -2.754
12 H 5.540 -0.228 -1.057
13 H 5.034 1.250 -1.648
14 H 3.283 0.091 -0.668
15 H 4.143 -2.197 -1.050
16 H 3.751 -2.069 -2.775
17 H 1.982 -3.263 -1.717
18 H 2.449 -1.998 0.536
19 H 1.006 -2.682 0.190
20 H 0.023 -1.747 -2.182
21 H 1.223 -1.870 -3.463
22 H 0.636 0.417 -3.332
23 H -0.357 0.703 -1.262
24 H 1.049 1.518 -1.017
25 H 2.755 1.534 -2.607
26 H 2.955 0.156 -3.701
27 O 0.688 -1.618 2.654
28 N -0.075 -2.612 3.064
29 C 0.312 -3.257 4.186
30 C -0.412 -4.307 4.677
31 C -1.565 -4.705 3.997
32 C -1.933 -4.047 2.851
33 C -1.171 -2.980 2.349
34 S -1.533 -2.130 0.913
35 H 1.207 -2.848 4.628
36 H -0.084 -4.799 5.580
37 H -2.165 -5.524 4.370
38 H -2.817 -4.326 2.297
39 O -1.987 0.675 3.477
40 S -0.778 1.244 2.813
41 N -0.938 1.338 1.121
42 Se 5.854 -0.745 1.056
43 Sb 4.854 1.431 1.607
44 Se 4.890 2.970 -0.294
45 Se 5.338 2.318 3.752
46 Se 2.224 0.869 1.599
47 C -1.749 0.962 0.184
48 C -3.201 1.224 0.182
49 C -3.997 1.409 1.317
50 C -5.361 1.626 1.183
51 C -5.946 1.694 -0.074
52 C -5.165 1.524 -1.209
53 C -3.809 1.270 -1.076
54 H -3.541 1.363 2.297
55 H -5.971 1.751 2.069
56 H -7.010 1.876 -0.169
57 H -5.615 1.575 -2.193
58 H -3.191 1.102 -1.950

## Properties
Charge = -1
HOMO = -4.5 eV
Energy above the lowest of the compared OMol25 structures with the same formula, charge and spin = 100.78 kJ/mol
Gap between HOMO and LUMO = 0.2356 Eh

(8)
# C2F2O2

A single C2F2O2 molecule (the ωB97M-V functional and the def2-TZVPD basis, OMol25).

Element x y z (Å)
1 C -0.344 0.646 -0.416
2 C 0.456 -0.559 0.130
3 O -0.049 1.638 -0.865
4 O 1.309 -0.294 1.216
5 F -1.589 0.220 -0.032
6 F 0.188 -1.790 -0.239

## Properties
Charge = 0
HOMO = -11.8 eV
SMILES = O=C(F)C(=O)F
Energy above the lowest of the compared OMol25 structures with the same formula, charge and spin = 178.97 kJ/mol
Gap between HOMO and LUMO = 0.3958 Eh

(9)
# C22H27FN4O3SeY

A molecular structure, C22H27FN4O3SeY (the ωB97M-V functional and the def2-TZVPD basis, OMol25).

Element x y z (Å)
1 Y -4.949 -0.169 -0.899
2 F 0.866 0.187 2.918
3 C 0.804 0.200 1.572
4 C -0.398 0.078 0.949
5 C -0.442 0.030 -0.451
6 C -1.739 -0.105 -1.106
7 O -2.767 -0.108 -0.377
8 C -1.717 -0.199 -2.523
9 C -0.517 -0.104 -3.169
10 N 0.674 0.073 -2.571
11 C 1.871 0.152 -3.381
12 C 2.620 1.454 -3.432
13 C 1.840 0.987 -4.625
14 C 0.744 0.118 -1.188
15 C 1.970 0.278 -0.521
16 C 2.010 0.326 0.858
17 N 3.215 0.476 1.562
18 C 4.404 -0.260 1.235
19 C 5.580 0.678 0.998
20 N 5.728 1.565 2.207
21 C 4.463 2.325 2.523
22 C 3.328 1.331 2.717
23 C -2.945 -0.341 -3.414
24 O -2.811 -0.219 -4.611
25 O -4.046 -0.588 -2.786
26 H -1.316 -0.006 1.515
27 H -0.515 -0.153 -4.250
28 H 2.439 -0.771 -3.406
29 H 3.700 1.411 -3.472
30 H 2.201 2.279 -2.873
31 H 2.371 0.613 -5.486
32 H 0.924 1.517 -4.843
33 H 2.883 0.386 -1.087
34 H 4.238 -0.862 0.344
35 H 4.669 -0.958 2.045
36 H 5.409 1.339 0.149
37 H 6.518 0.141 0.868
38 H 6.496 2.222 2.064
39 H 5.979 0.988 3.015
40 H 4.276 2.984 1.676
41 H 4.651 2.917 3.417
42 H 2.409 1.892 2.866
43 H 3.497 0.751 3.636
44 Se -3.928 4.260 1.037
45 C -4.750 2.851 0.367
46 N -5.274 1.896 -0.082
47 C -4.514 -1.461 2.268
48 C -4.658 -2.545 1.197
49 C -4.963 -3.887 1.861
50 C -5.718 -2.132 0.163
51 H -3.763 -1.722 3.017
52 H -5.464 -1.314 2.788
53 H -4.221 -0.487 1.853
54 H -3.685 -2.645 0.691
55 H -5.918 -3.838 2.389
56 H -4.191 -4.167 2.583
57 H -5.039 -4.680 1.116
58 H -6.690 -2.056 0.671
59 H -5.838 -2.929 -0.584

## Properties
Charge = +1
HOMO = -9.4 eV
Gap between HOMO and LUMO = 0.2156 Eh

(10)
# C3H3CoO2

A molecular structure, C3H3CoO2 (the ωB97M-V functional and the def2-TZVPD basis, OMol25).

Element x y z (Å)
1 O -0.975 0.099 1.761
2 Co 3.282 -0.116 0.916
3 O 1.777 0.294 -0.369
4 C 1.074 -0.043 0.611
5 C -0.370 0.159 0.690
6 C -1.051 -0.051 -0.659
7 H -0.751 -1.005 -1.118
8 H -0.852 0.776 -1.356
9 H -2.134 -0.112 -0.474

## Properties
Multiplicity = 4
Charge = -1
HOMO (alpha / beta) = -1.5 / -2.7 eV
Energy above the lowest of the compared OMol25 structures with the same formula, charge and spin = 0.00 kJ/mol
Gap between HOMO and LUMO (alpha / beta) = 0.1954 / 0.2434 Eh
Expectation value of S² = 4.011

(11)
# C2H2ClN2O2

A gas-phase ion, C2H2ClN2O2 (charge -1) (the ωB97M-V functional and the def2-TZVPD basis, OMol25).

Element x y z (Å)
1 C -2.199 1.231 -0.022
2 C -1.517 -0.235 0.344
3 N 0.906 0.060 -0.605
4 N -0.149 -0.507 -0.844
5 O -1.807 2.136 0.682
6 O -3.076 1.134 -0.895
7 Cl -2.585 -1.586 0.075
8 H -0.942 -0.162 1.383
9 H 1.531 -0.114 -1.319

## Properties
Charge = -1
HOMO = -4.3 eV
SMILES = [H]/N=N/[C@H](Cl)C(=O)[O-]
Energy above the lowest of the compared OMol25 structures with the same formula, charge and spin = 98.55 kJ/mol
Gap between HOMO and LUMO = 0.2963 Eh

(12)
# C6H10

A single C6H10 molecule (the ωB97M-V functional and the def2-TZVPD basis, OMol25).

Element x y z (Å)
1 C 2.074 -0.072 0.297
2 C 1.100 0.533 -0.607
3 C 0.055 1.358 -0.092
4 C -0.684 0.158 0.428
5 C -1.987 -0.324 -0.085
6 C -0.825 -1.084 -0.631
7 H 1.872 -0.044 1.361
8 H 3.036 0.394 0.105
9 H 2.249 -1.095 -0.006
10 H 0.366 2.023 0.702
11 H -0.468 1.921 -0.865
12 H -0.393 -0.178 1.424
13 H -2.624 -0.820 0.641
14 H -2.518 0.324 -0.777
15 H -0.656 -1.044 -1.705
16 H -0.597 -2.050 -0.190

## Properties
Charge = 0
HOMO = -7.3 eV
Energy above the lowest of the compared OMol25 structures with the same formula, charge and spin = 441.54 kJ/mol
Gap between HOMO and LUMO = 0.3114 Eh

Record order is preserved below.
Maximum force: 0.66 2.14 1.40 8.38 1.85 2.63 1.11 10.31 0.37 1.90 4.32 2.20 eV/Å